1.
A structure of composition C40H49N5O5PSScTe at a distorted geometry, computed with ωB97M-V with the def2-TZVPD basis set.

Largest force on an atom = 0.065 Eh/bohr
2S+1 = 1
LUMO level = -0.3 eV
Kohn-Sham gap = 5.8 eV
E = -108085.8406 eV
Relative energy (zero: lowest compared OMol25 entry of this formula, charge and spin) = 43.7 kcal/mol

```
103
Properties=species:S:1:pos:R:3:forces:R:3
H 4.142180 -0.912149 5.676511 0.760 0.117 -0.734
C -5.236347 0.739856 -2.133651 -0.719 -0.627 0.859
H 2.103362 -5.196980 2.787453 -0.085 0.099 -0.017
H 2.816856 -0.870971 4.490595 0.255 0.293 0.197
H 3.339598 0.366438 -0.255419 -0.889 0.202 0.008
C 3.254593 -0.371569 5.366892 -0.276 0.301 1.069
H 1.746950 -5.418162 1.118586 0.082 -0.861 -1.482
C 0.353040 1.479530 3.170234 0.418 1.174 0.445
C 2.621124 4.690211 0.042530 -1.503 1.938 -2.006
H 0.088853 4.723874 -1.199394 0.179 -0.550 0.243
C -2.244852 3.339707 -0.675944 0.098 1.856 -0.847
C 0.411681 -1.444777 -6.883654 -2.226 -0.625 2.385
C 0.937067 -1.440526 -5.582862 -0.026 0.189 -1.564
H -2.569262 0.329689 -4.931379 -0.930 0.815 0.711
H -5.996460 -4.708233 -5.061052 -0.906 -0.025 -0.654
H 4.071855 -2.439927 1.821381 -0.526 -0.495 -0.646
C 3.600058 -3.439070 1.669203 -0.376 1.458 2.546
N 2.357977 0.507368 -0.564905 0.547 0.706 0.747
C 2.979590 4.325455 7.040224 -0.790 2.129 -0.900
C 1.590320 -4.767876 1.924032 0.419 1.183 1.744
O -3.031527 -2.762700 0.509521 0.949 -0.405 -0.188
C -0.956749 2.539166 1.259346 2.533 0.235 -1.697
C -5.200461 1.656255 -3.153686 -0.804 0.966 -0.702
H 1.230278 1.814879 3.802637 -0.829 -0.739 -0.729
N -0.009411 -2.568620 1.072908 1.095 -1.320 0.711
H 2.374155 3.948728 7.832532 -0.400 -0.601 0.528
C 4.090852 1.624577 3.978442 -0.216 -1.422 0.904
C -3.183960 -3.256936 -3.727447 -1.803 0.661 -0.094
H -2.885658 -1.690247 -6.085700 0.497 -0.190 -0.089
H 2.296633 5.636747 -0.548832 0.301 -1.233 1.208
H -4.944461 -6.664307 -3.834820 0.205 0.832 -0.666
H -2.086799 3.157490 -1.741485 0.073 -0.203 -0.065
H 0.432779 0.437436 2.851365 0.140 -0.058 0.352
O -3.698563 -2.212542 2.802660 -0.369 0.043 -0.756
C 3.100652 3.450176 5.855358 0.072 -0.314 -0.411
H 4.661092 2.826749 1.705556 -0.106 -0.049 -0.589
H 3.982275 4.490754 7.405240 0.256 0.274 0.338
C 4.821776 3.486201 2.536274 -0.559 1.908 -0.025
C 0.095390 -1.466866 -4.501547 0.088 -0.624 -0.008
H 2.097846 1.505984 -0.543752 0.177 -0.654 -0.198
C 4.138046 2.988467 3.750546 0.159 0.037 -0.644
H -4.746563 -2.561620 -5.068234 -0.345 0.622 -0.006
H -5.986194 0.767828 -1.354861 -0.083 0.355 0.020
H -0.559254 1.615727 3.781574 0.393 -0.278 -0.341
C -0.922184 3.318169 0.081321 -2.122 -0.645 0.466
H 2.660549 -0.646559 6.260118 -0.497 0.832 -0.432
H 3.330634 4.301827 -0.686607 0.105 -0.774 0.344
C 3.480495 1.145133 5.159719 -1.191 -0.417 -0.392
N 2.123665 -3.433919 1.685871 0.059 -0.253 0.500
C 1.315843 3.060635 1.462972 2.153 0.665 0.928
P -2.311540 -1.762704 -3.262535 -0.494 0.799 -0.551
C -4.393394 -0.354954 -2.100097 0.387 1.441 -1.684
H -1.850667 -4.134578 -2.410597 0.318 -0.390 0.208
H -1.342148 -1.600557 -8.103904 -0.236 -0.142 0.432
O -5.105561 -1.649784 0.813108 -1.023 0.050 0.211
H 2.119545 3.095420 2.176178 0.887 -0.174 -0.209
C -2.690810 -4.311637 -3.058979 -0.050 -2.340 1.178
H 3.969941 -3.942472 2.600116 -0.501 -0.052 -0.990
N 0.159833 -0.175920 -0.223806 -0.713 0.089 0.395
C 0.194306 4.005536 -0.370761 -0.061 0.367 -0.220
H 3.122033 5.017748 0.928256 0.306 0.012 0.406
C -4.450153 -5.669974 -3.923717 -1.654 -1.678 1.136
C -0.986427 -1.609983 -7.072700 1.882 0.759 -0.581
C 1.415868 -0.291560 0.009830 1.132 -0.789 0.061
C 2.915800 2.100900 6.032858 0.872 -1.229 -0.293
C -3.463961 -0.407191 -3.138837 0.710 -1.200 -0.108
C 1.373395 3.877621 0.344325 0.170 0.375 -0.122
C -4.263332 1.541795 -4.185584 -0.531 0.525 1.158
H -2.916920 2.594196 -0.305892 -0.454 -0.410 0.272
H -4.521987 -1.063621 -1.335390 0.097 -1.027 0.883
H 2.523617 5.313969 6.756811 0.585 -0.635 0.311
C -3.348591 0.525520 -4.156865 0.383 -0.507 -0.583
N 1.976626 -1.342960 0.780963 0.206 2.181 -0.796
O -1.487885 -1.762134 -1.978012 -0.213 -0.724 -0.236
H -4.239090 2.315991 -4.894390 0.084 0.694 -1.116
H -0.337706 -3.491274 1.460528 0.303 1.563 -0.734
H 2.902332 -1.023339 1.188821 -0.707 -0.622 0.050
H -5.984965 2.458712 -3.192499 1.043 -0.766 0.071
Sc -1.549543 -1.410209 0.082679 -0.367 -0.340 0.494
C -1.794359 -1.654379 -5.971276 -1.430 -0.034 -0.398
H -1.793839 1.919841 1.425843 -1.059 -0.343 0.615
O -2.998550 -0.473829 1.191118 0.321 -1.557 -0.426
S -3.827648 -1.835262 1.418278 0.679 1.540 0.643
H -2.791412 4.339485 -0.683555 0.747 -1.064 0.389
C 3.619140 3.894598 4.641235 -0.332 -0.546 1.225
C 0.267566 2.349258 1.931569 -2.689 -0.299 0.354
H -2.912256 -6.497868 -2.726540 -0.284 0.823 0.220
C 1.329139 -2.463610 1.209087 -1.179 -0.339 -0.322
H 0.544493 -1.547820 -3.532627 -0.138 0.264 0.575
C -4.391242 -3.389901 -4.495242 0.528 -0.022 0.307
H -0.154943 0.611609 -0.788240 0.840 0.197 -0.064
C -5.084018 -4.591385 -4.553473 2.595 0.471 0.837
H 1.998509 -1.430311 -5.424936 0.336 0.156 -0.035
H 5.879538 3.537959 2.721473 0.642 -0.049 -0.049
Te 4.978807 0.234312 2.632921 -0.121 -0.278 -0.502
H 0.562253 -4.675229 2.180619 -0.718 -0.466 0.216
C -1.267035 -1.581382 -4.701627 0.536 0.301 1.093
H 3.835710 -3.943623 0.790011 1.241 -0.790 -1.424
C -3.349286 -5.563938 -3.116732 1.443 0.241 -0.866
H 1.009193 -1.372990 -7.712636 1.541 0.110 -1.820
H 2.411156 1.810436 6.935209 -0.048 -0.465 0.341
H 3.642257 4.941408 4.458291 0.294 0.804 -0.249
H 4.468849 4.539568 2.344949 0.458 -1.014 -0.076
```
Positions in Å, forces in eV/Å.

Löwdin population analysis, charges in e, atoms 1 to 8: H 0.0535; C -0.0602; H 0.1034; H 0.0331; H 0.0743; C -0.1260; H 0.0849; C 0.0009

---

2.
A structure of composition C40H49N6OPSSbTl, computed with ωB97M-V with the def2-TZVPD basis set.

Largest force on an atom = 0.002 Eh/bohr
2S+1 = 1
LUMO level = 0.2 eV
Kohn-Sham gap = 7.3 eV
E = -84619.3091 eV
Relative energy (zero: lowest compared OMol25 entry of this formula, charge and spin) = 1.1 kcal/mol

```
100
Properties=species:S:1:pos:R:3:forces:R:3
H 2.875889 -1.920407 4.700327 -0.001 0.000 0.000
H -4.855783 -5.440507 3.886954 -0.001 0.000 0.000
H 1.325913 -1.849688 0.811750 0.017 -0.006 0.003
H -3.929489 -3.536645 2.607121 -0.001 -0.001 -0.001
H -4.416482 3.589659 0.071629 0.003 -0.004 0.000
H -3.569816 1.951660 -4.240802 -0.002 -0.001 -0.002
C -1.551505 -6.049656 4.305271 0.000 -0.002 0.000
H 1.085966 3.888262 -4.275513 -0.001 -0.011 -0.002
H -3.328796 -7.051563 4.975632 -0.001 -0.001 0.000
H 0.032178 5.214906 -2.408063 -0.011 -0.005 0.003
H -3.618266 5.348732 -2.327951 -0.003 -0.004 0.004
H -0.033864 4.216870 5.106370 0.000 0.000 -0.001
C 0.944012 2.986326 3.646882 0.011 -0.012 0.005
C -2.577943 3.946176 -1.032635 0.001 0.012 -0.015
H 0.036089 -4.864177 3.501390 0.001 0.001 -0.001
H 1.892039 2.872001 -3.076854 -0.002 -0.031 -0.001
C -1.456922 2.753880 2.424573 0.022 0.002 -0.006
C -1.735920 4.872677 -4.732697 -0.015 -0.012 -0.015
H 1.922543 3.039307 4.106348 -0.001 0.006 0.002
Tl -0.571693 0.103103 -0.304897 -0.049 0.053 0.014
H 2.312440 4.581012 -3.213928 -0.005 -0.001 0.000
H 0.070294 -6.226777 -1.103406 -0.031 -0.014 0.007
C -3.410101 2.999028 -4.506940 0.003 -0.011 -0.006
H -2.334426 5.547857 -4.121366 0.002 0.001 -0.004
P -1.291258 -2.626293 1.998582 0.005 -0.060 -0.056
C -3.783689 -5.314920 3.804843 0.000 0.002 0.000
H -4.070282 3.606099 -3.883036 0.003 0.003 0.004
C -0.172926 -1.828858 3.215379 -0.005 0.029 -0.020
C -3.181043 -3.599276 -2.393343 0.000 0.000 -0.022
C 1.840636 -3.396903 -0.565664 -0.002 0.029 0.033
H 2.136011 -5.097198 -1.840892 0.008 0.003 0.008
H -2.089097 5.966881 -1.698919 -0.002 0.007 -0.003
C -1.001484 -3.827395 -3.330016 0.010 -0.006 -0.015
C 1.124966 -2.243845 3.512995 -0.007 0.007 -0.005
C -3.262722 -4.244833 3.085338 0.000 -0.005 0.001
H -4.448097 2.971638 -1.576898 -0.001 0.001 0.002
C 0.347355 -5.274627 -0.670011 0.024 0.017 -0.015
C 2.932416 -0.050868 -0.903745 0.025 0.000 -0.022
C -0.793255 -2.484902 -3.053374 -0.020 -0.033 -0.007
H -3.596032 -1.622928 -1.660600 0.000 0.000 0.009
H -1.707323 -0.403745 3.675297 -0.001 0.002 0.003
N 1.830397 0.917786 0.792787 -0.002 0.015 -0.003
C -1.380628 3.508671 3.585652 -0.001 0.005 0.000
H -3.536463 2.109893 -0.341591 -0.002 -0.001 0.001
H -1.339986 2.784601 -4.991429 0.007 0.006 -0.002
C 1.483154 3.867441 -3.258277 0.005 0.028 0.024
H -4.444433 -5.578648 -3.640733 0.001 -0.001 -0.008
C -2.961390 5.358165 -1.455997 -0.006 -0.005 0.009
C -0.464297 -4.682047 0.284388 0.015 -0.006 0.012
H -2.264153 3.987197 3.984847 0.000 0.001 0.001
C 0.024137 -0.111077 4.907498 -0.022 0.006 -0.017
H -1.363519 -5.192843 0.608658 -0.006 -0.006 0.001
H -4.134192 -3.998687 -2.071609 0.001 0.000 0.002
H -3.874029 -7.206604 -3.734013 0.001 -0.001 -0.004
O -1.496658 -6.636738 -3.328478 0.004 0.013 -0.006
C 1.018497 4.166602 -0.805956 0.004 0.009 0.010
N -0.413565 2.148427 1.869051 -0.005 0.019 -0.004
C 0.427940 4.214317 -2.210436 -0.015 0.014 -0.073
C -0.128201 -3.445605 0.841835 -0.033 -0.029 0.007
C -2.221635 -4.396168 -3.004826 0.004 0.009 0.007
C -1.888227 -4.068451 2.968856 -0.008 0.008 0.004
C -2.876693 -2.269341 -2.152502 -0.011 0.034 0.022
C -0.707057 -0.747981 3.914474 0.018 0.009 0.013
C -1.950908 3.415953 -4.339176 -0.016 -0.010 0.024
H -1.959698 4.017501 -0.131515 0.004 -0.014 0.020
H 1.894026 -0.028572 5.956271 0.001 0.003 -0.001
N -3.717636 -6.248996 -3.469470 -0.017 0.001 0.013
H -0.880889 -6.754296 4.780473 0.001 0.000 0.000
Sb -1.243810 2.847328 -2.358067 0.053 0.068 0.065
N 4.066187 -0.686174 -1.333407 0.000 0.005 -0.011
C 1.314750 -0.530142 5.191008 0.013 -0.017 -0.003
N -1.715428 -1.710480 -2.482423 0.051 -0.022 0.030
H -0.225963 -4.433784 -3.775986 -0.001 -0.002 -0.004
C -0.144359 3.632089 4.202019 -0.005 -0.003 0.008
H -0.410280 0.721699 5.445480 -0.002 0.012 0.000
H -2.405986 2.633553 1.911466 -0.012 -0.002 -0.018
S 1.666535 0.127579 -2.067925 0.018 -0.017 0.005
H 2.882452 1.604884 2.418730 0.004 0.002 -0.004
C -1.036953 -4.983862 3.587689 0.000 -0.005 -0.003
C -2.928129 -6.216992 4.414550 -0.004 0.003 0.002
H 2.732712 -2.878168 -0.892292 0.000 -0.004 -0.011
H 1.567934 -3.068887 2.969862 0.005 0.000 0.001
H -3.732896 3.131824 -5.544090 -0.002 0.003 0.001
H 0.295889 4.452076 -0.037756 0.000 -0.002 -0.001
C 1.505277 -4.633875 -1.092202 0.002 -0.004 -0.014
H 0.155937 -2.011887 -3.278605 0.004 0.013 0.009
H -2.035252 5.026375 -5.774938 0.002 0.001 -0.001
C -2.427526 -5.857283 -3.286582 0.013 -0.021 0.021
C 0.773318 2.244318 2.478438 -0.001 -0.030 0.009
H 4.200103 -0.743021 -2.327375 0.000 -0.003 0.002
C 1.927270 1.548158 1.897066 -0.038 0.012 -0.012
H 1.870917 4.849830 -0.729068 -0.004 -0.004 0.007
C 1.865658 -1.594221 4.487747 -0.003 0.016 0.015
H 4.882190 -0.574245 -0.752701 0.002 0.004 0.003
H 1.378778 3.162502 -0.571772 0.008 -0.023 0.005
C 1.027341 -2.805545 0.394298 0.002 -0.025 -0.024
N 2.979511 0.341051 0.350112 -0.011 -0.021 -0.012
C -3.808668 3.105839 -0.700928 0.001 0.001 0.004
H -3.504063 5.864712 -0.650511 -0.001 -0.001 0.001
H -0.694073 5.178791 -4.643154 0.008 0.006 -0.002
```
Positions in Å, forces in eV/Å.

Löwdin population analysis, charges in e, atoms 1 to 8: H 0.1044; H 0.0999; H 0.0602; H 0.0911; H 0.0754; H 0.0647; C -0.0789; H 0.0563